# 1
Molecular formula: C7H13N2
Method: DFT, ωB97M-V/def2-TZVPD

```
22
Properties=species:S:1:pos:R:3:mulliken_charge:R:1
C -2.2450 2.0394 0.7413 0.473
C -3.4163 1.5773 0.4522 -0.686
C 1.5218 -0.5566 -0.4895 0.950
C -1.0459 2.4523 1.0080 -0.855
C -0.8641 -2.5784 -0.0523 -0.905
C -0.4953 -1.5093 0.6343 0.053
C 2.5840 0.4743 -0.3393 -1.360
N 1.5110 -1.2676 -1.5984 -0.251
N 0.6363 -0.6856 0.4802 -0.117
H -4.2084 2.2301 0.1297 0.260
H -3.6672 0.5315 0.5388 0.245
H -0.7744 2.7935 1.9932 0.281
H -0.2951 2.5556 0.2401 0.303
H -0.3226 -3.0394 -0.8594 0.243
H -1.7759 -3.0785 0.2239 0.255
H -1.1082 -1.1597 1.4527 0.348
H 3.5687 0.0341 -0.4933 0.426
H 2.5613 0.9450 0.6420 0.314
H 2.4511 1.2469 -1.0986 0.372
H 2.2199 -1.1094 -2.2986 0.256
H 0.7772 -1.9269 -1.8105 0.117
H 0.7513 -0.0417 1.2562 0.278
```

Results
HOMO level, eV: -12.91
Total charge: +1
Gap between HOMO and LUMO, eV: 9.3
LUMO, eV: -3.657



# 2
Molecular formula: C24H35FeN5O2SSiTe
Method: DFT, ωB97M-V/def2-TZVPD

```
70
Properties=species:S:1:pos:R:3:mulliken_charge:R:1
Fe 0.9611 -0.7767 0.1364 -0.845
O 4.2585 0.7970 -1.6356 -0.680
C 3.1824 0.3616 -1.2798 -0.152
N 2.6870 0.1745 -0.0250 0.804
C 3.2978 0.5628 1.1269 -0.265
O 4.3343 1.1762 1.2878 -0.671
C 2.4475 0.1838 2.3297 0.586
C 2.8472 0.5380 3.6045 -0.682
C 2.0118 0.2423 4.6698 -0.434
C 0.8095 -0.3982 4.4206 -0.829
C 0.4867 -0.7392 3.1172 -0.222
N 1.2918 -0.4561 2.0937 0.705
C 2.1528 -0.0586 -2.3146 0.394
C 2.3710 0.1866 -3.6571 -0.729
C 1.3791 -0.1555 -4.5634 -0.509
C 0.2091 -0.7296 -4.0939 -0.894
C 0.0706 -0.9583 -2.7344 -0.346
N 1.0273 -0.6349 -1.8648 1.104
H 3.7940 1.0456 3.7242 0.558
H 2.2935 0.5139 5.6789 0.433
H 0.1230 -0.6398 5.2202 0.448
H -0.4275 -1.2581 2.8567 0.392
H 3.3047 0.6452 -3.9506 0.582
H 1.5159 0.0315 -5.6207 0.435
H -0.5949 -1.0006 -4.7640 0.481
H -0.8144 -1.4107 -2.3050 0.307
C -4.4423 1.2448 0.2100 -1.160
C -3.8031 0.3632 -0.8555 -0.660
N -2.6046 -0.2888 -0.3696 -0.475
C -2.5038 -1.5246 -0.0457 0.557
S -0.9193 -2.2148 0.3286 -0.554
N -3.4930 -2.4804 0.0265 -0.157
C -4.9123 -2.3173 0.2970 -0.273
C -5.7959 -2.7366 -0.8691 -1.103
H -5.2834 1.8072 -0.2004 0.351
H -3.7057 1.9541 0.5902 0.326
H -4.8004 0.6613 1.0611 0.272
H -3.4974 1.0106 -1.6839 0.438
H -4.5314 -0.3337 -1.2791 0.133
H -1.1336 0.5886 -0.0773 -0.022
H -3.1186 -3.3896 0.2416 0.265
H -5.1104 -1.2877 0.5818 -0.060
H -5.1596 -2.9211 1.1749 0.415
H -5.6151 -2.1109 -1.7440 0.260
H -6.8519 -2.6621 -0.6023 0.346
H -5.5895 -3.7697 -1.1531 0.317
C 0.1928 5.1722 -0.1215 -1.062
Si 1.3939 3.8299 0.3779 -0.173
C 1.9135 4.0267 2.1606 -0.826
C 2.8720 3.8177 -0.7495 -0.866
C 0.4347 2.2433 0.2219 0.111
C -0.2271 1.2345 0.0735 0.518
H 0.6711 6.1525 -0.0573 0.310
H -0.6853 5.1799 0.5267 0.307
H -0.1459 5.0267 -1.1489 0.296
H 2.3942 4.9955 2.3172 0.381
H 2.6308 3.2545 2.4375 0.195
H 1.0527 3.9585 2.8296 0.282
H 3.3702 4.7899 -0.6901 0.409
H 2.5789 3.6602 -1.7902 0.274
H 3.6081 3.0583 -0.4803 0.273
C 1.3857 -4.5709 1.1061 -1.090
Te 2.4447 -2.9796 0.1840 0.495
C 2.1168 -3.7144 -1.7802 -0.922
H 0.3644 -4.5890 0.7373 0.324
H 1.3831 -4.3972 2.1802 0.326
H 1.9115 -5.4970 0.8864 0.353
H 2.5174 -4.7220 -1.8579 0.407
H 2.6284 -3.0606 -2.4835 0.250
H 1.0454 -3.7049 -1.9685 0.244
```

Results
HOMO level (alpha / beta), eV: -7.59 / -7.56
Gap between HOMO and LUMO (alpha / beta), eV: 7.6 / 7.5
LUMO (alpha / beta), eV: -0.041 / -0.040